1.
DFT (wB97M-V/def2-TZVPD) results for a molecular structure, C31H29N3ReS5Sb.

XYZ file:
```
70
Properties=species:S:1:pos:R:3:forces:R:3:mulliken_spin:R:1
Re 1.020333 -0.054859 -1.361526 0.210 -1.434 2.064 1.13
S 3.271018 4.032619 -3.299790 -0.011 0.023 -0.111 0.05
Sb 1.443769 3.299665 -4.247969 0.385 0.062 0.285 0.01
S 0.103558 1.961719 -2.365228 -0.543 0.120 -0.167 0.01
S 1.134462 0.724017 -3.732283 -0.229 0.232 -0.791 0.00
C -6.063964 1.654396 -0.644361 0.009 0.002 0.065 0.00
C -4.685524 1.942408 -1.262775 -0.082 -0.095 0.013 0.00
C -3.821042 2.659450 -0.227492 0.076 -0.023 0.131 0.00
C -4.853275 2.869746 -2.478294 -0.050 0.043 -0.026 0.00
C -4.033451 0.646974 -1.748031 -0.036 0.070 -0.088 -0.01
C -4.782687 -0.261894 -2.522953 -0.047 0.011 0.002 0.00
C -4.223847 -1.393049 -3.073428 0.002 -0.095 0.047 0.00
C -2.863416 -1.619312 -2.865773 -0.174 -0.036 -0.082 0.01
S -1.871662 -2.910686 -3.454410 0.003 -0.189 -0.106 0.00
C -0.505618 -2.206979 -2.702137 0.082 -0.090 0.070 0.00
N -0.748144 -1.102624 -2.038431 -0.369 0.317 -0.368 -0.02
C -2.105489 -0.738638 -2.109364 0.430 0.063 0.141 0.01
C -2.695958 0.380421 -1.525650 0.072 0.033 0.188 0.00
C 0.858229 -2.706985 -2.744732 -0.081 -0.039 0.029 0.03
C 1.229395 -3.862971 -3.428830 -0.049 -0.065 -0.008 0.00
C 2.557470 -4.245234 -3.445002 0.051 0.020 0.015 0.00
C 3.497250 -3.471090 -2.768551 0.008 0.006 0.039 0.00
C 3.120948 -2.318832 -2.084362 -0.118 -0.108 0.081 0.02
C 1.784611 -1.912772 -2.053540 0.281 0.181 -0.256 -0.04
H -6.461835 2.563394 -0.185855 0.020 -0.049 -0.051 0.00
H -5.999889 0.884047 0.130553 0.013 0.085 -0.060 0.00
H -6.790193 1.325884 -1.391245 0.072 0.008 0.058 0.00
H -4.340387 3.553813 0.120043 0.020 -0.021 0.000 0.00
H -2.862890 2.981674 -0.646869 -0.070 -0.021 0.022 0.00
H -3.625263 2.023999 0.644048 -0.022 0.068 -0.082 0.00
H -5.258362 3.838827 -2.164298 0.036 -0.147 -0.040 0.00
H -5.537622 2.436487 -3.213205 0.072 0.038 0.045 0.00
H -3.890208 3.040403 -2.968506 -0.068 0.010 0.036 0.00
H -5.837166 -0.076788 -2.690314 0.090 0.009 -0.015 0.00
H -4.829124 -2.088253 -3.644238 0.079 0.071 0.012 0.00
H -2.089373 1.024363 -0.902936 -0.056 -0.020 -0.111 0.01
H 0.483971 -4.458221 -3.948967 0.061 0.065 0.026 0.00
H 2.863716 -5.134193 -3.985296 -0.027 0.087 0.076 0.00
H 4.542097 -3.765120 -2.781573 -0.097 0.025 0.009 0.00
H 3.877561 -1.735305 -1.571742 -0.053 -0.038 -0.087 0.00
N 4.900441 1.823893 0.609787 0.124 0.115 -0.191 0.01
C 3.733741 1.206285 0.445771 0.059 0.065 0.081 0.04
S 3.223476 0.965806 -1.187459 -0.125 -0.059 0.167 0.02
N 3.038981 0.814043 1.502622 0.106 0.067 0.087 0.01
C 3.354916 0.937986 2.891429 -0.037 0.024 -0.187 0.00
C 2.307794 1.208070 3.764885 -0.114 0.074 -0.040 0.00
C 2.557748 1.322869 5.122091 0.006 -0.001 0.053 0.00
C 3.850639 1.171136 5.611975 -0.058 -0.001 -0.025 0.00
C 4.884565 0.872658 4.738413 0.009 -0.003 -0.029 0.00
C 4.641806 0.743308 3.375404 0.080 -0.118 0.074 0.00
H 5.348606 2.201180 -0.208723 0.041 0.023 0.009 0.00
H 5.186779 2.158401 1.515615 0.010 0.003 0.013 0.00
H 2.117962 0.483639 1.267565 -0.198 -0.128 0.037 -0.02
H 1.299953 1.327549 3.375996 0.123 0.010 0.049 0.00
H 1.739164 1.540457 5.799797 0.083 -0.026 -0.066 0.00
H 4.046846 1.273503 6.671381 -0.011 -0.009 -0.036 0.00
H 5.889586 0.722937 5.114188 -0.060 0.006 -0.019 0.00
H 5.445154 0.438835 2.715083 -0.047 0.029 0.032 0.00
C 0.695612 -0.629894 0.297394 0.295 0.913 -0.841 -0.22
C 0.415271 -1.105838 1.620782 -0.252 -0.086 -0.226 0.01
C -0.684256 -0.592368 2.322573 -0.060 0.033 0.020 -0.02
C -0.987211 -1.087782 3.579568 0.066 0.009 -0.012 0.01
C -0.189195 -2.081591 4.140410 -0.014 0.007 0.015 -0.02
C 0.914719 -2.579157 3.454797 -0.025 0.042 0.059 0.01
C 1.217881 -2.096911 2.194316 0.128 -0.094 -0.039 -0.02
H -1.290227 0.184988 1.864766 0.051 -0.119 0.051 0.00
H -1.842296 -0.703477 4.122985 0.053 -0.034 -0.032 0.00
H -0.432583 -2.474884 5.120481 0.022 0.035 -0.045 0.00
H 1.532440 -3.347062 3.902943 -0.032 0.025 -0.012 0.00
H 2.069656 -2.479076 1.638468 -0.114 0.022 0.050 0.00
```
Forces are in eV/Å.

Calculated values
HOMO level (spin up / spin down) ... -10.480 / -10.748 eV
Multiplicity ... 2
LUMO energy (spin up / spin down) ... -3.644 / -3.882 eV
⟨S²⟩ ... 0.7785
Charge ... +1

***

2.
DFT (wB97M-V/def2-TZVPD) results for a gas-phase ion, C3H8N (charge +1).

XYZ file:
```
12
Properties=species:S:1:pos:R:3:forces:R:3:mulliken_charge:R:1
C -1.297952 0.671814 -0.160004 -0.104 0.680 -0.470 -1.22
C 0.102272 0.232792 0.083089 0.056 -1.102 -1.114 0.78
C 1.277309 0.625656 -0.376702 0.922 0.293 0.541 -0.83
N 0.091233 -1.258945 0.411297 -0.391 -0.222 -0.400 -0.38
H -1.358727 1.711366 -0.485602 0.073 0.203 0.827 0.36
H -1.632116 0.220245 -1.110108 0.150 -0.507 0.369 0.39
H -1.994606 0.393463 0.625952 -0.092 0.363 0.079 0.36
H 2.022492 -0.116006 -0.636677 0.239 -0.182 0.590 0.17
H 1.706794 1.620247 -0.430169 -0.936 0.250 -0.557 0.30
H 0.929660 -1.741847 0.081775 0.064 0.123 0.017 0.34
H -0.717765 -1.701581 -0.033738 0.020 -0.115 0.026 0.38
H 0.014398 -1.442391 1.413534 -0.001 0.216 0.093 0.35
```
Forces are in eV/Å.

Calculated values
HOMO level ... -15.058 eV
Multiplicity ... 1
Relative energy (zero: lowest compared OMol25 entry of this formula, charge and spin) ... 0.642 eV
LUMO energy ... -3.860 eV
SMILES ... C=C(C)[NH3+]
Charge ... +1

***

3.
DFT (wB97M-V/def2-TZVPD) results for 4 unconnected molecules or ions with the total composition C4H15N2O2.

XYZ file:
```
23
Properties=species:S:1:pos:R:3:forces:R:3:mulliken_charge:R:1
C -2.055806 1.953909 -0.938466 -0.546 -1.659 0.769 -1.27
C -0.989680 1.371159 0.037418 -0.177 -0.189 -1.684 -0.13
C -0.106294 0.354577 -0.666256 -1.610 2.762 -1.939 -0.19
C 1.269873 0.460726 -0.713084 -0.381 -1.145 -0.672 -0.01
N 1.902021 -0.619737 -1.337613 1.183 0.633 0.592 -0.54
N -0.763237 -0.459013 -1.579749 3.625 0.201 2.744 -0.09
H -1.541431 2.569394 -1.669159 -0.413 -0.068 -0.279 0.36
H -2.700879 1.165504 -1.312236 0.326 -0.178 -0.912 0.36
H -2.798716 2.478496 -0.374095 0.035 1.073 0.445 0.41
H -1.450315 0.836758 0.889145 0.109 0.655 0.215 0.21
H -0.492148 2.332627 0.166733 0.919 -0.723 1.544 0.34
H 1.724318 1.353248 -0.287815 0.358 -0.158 -0.233 0.34
H 2.744614 -0.355655 -1.847534 -0.050 0.313 0.027 0.31
H 2.299135 -1.211345 -0.584893 -0.530 -0.365 0.059 0.30
H -0.014207 -1.066606 -1.946823 -0.033 -0.055 -0.558 0.40
H -1.392429 -1.098035 -1.030974 -2.424 -0.904 1.263 0.21
H -1.430907 -1.496624 0.200703 -0.340 -0.225 -1.181 0.20
H -0.630898 -1.257498 1.396870 0.771 -0.676 2.657 0.07
H -0.684033 -1.621461 3.035904 -0.462 0.048 -0.547 0.30
O -0.110627 -1.423102 2.283704 -0.619 0.521 -1.817 -0.63
H 1.673424 -1.572090 2.199079 -0.465 0.024 -0.766 0.34
H 3.083191 -1.323147 2.411323 0.604 0.140 -0.588 0.34
O 2.465030 -1.372086 1.667817 0.119 -0.024 0.862 -0.63
```
Forces are in eV/Å.

Calculated values
HOMO level ... -13.805 eV
Multiplicity ... 1
Relative energy (zero: lowest compared OMol25 entry of this formula, charge and spin) ... 7.641 eV
LUMO energy ... -8.164 eV
Charge ... +1

***

4.
DFT (wB97M-V/def2-TZVPD) results for C5H5NO in the gas phase.

XYZ file:
```
12
Properties=species:S:1:pos:R:3:forces:R:3:mulliken_charge:R:1
O -2.190617 -0.617914 1.634588 0.327 -0.024 -0.160 -0.47
C -1.212450 -0.761827 0.948845 -0.021 0.024 -0.025 -0.10
C -0.374621 0.382650 0.412080 0.041 0.062 0.016 0.23
C 1.134687 0.114968 0.260820 0.389 -0.164 0.403 -0.46
C -0.523760 0.466686 -1.085438 -0.252 0.238 -0.185 -0.83
C 0.715076 0.048309 -1.447858 0.312 -0.070 -0.448 0.47
N 1.831258 -0.398385 -1.668230 -0.562 0.339 0.692 -0.48
H -0.898315 -1.761781 0.568710 -0.084 0.086 0.104 0.33
H -0.575057 1.302211 0.974614 0.128 -0.140 -0.030 0.37
H 1.558942 -0.803705 0.656964 -0.040 0.052 -0.087 0.32
H 1.762236 0.992497 0.407487 -0.142 -0.247 -0.156 0.27
H -1.227378 1.036289 -1.662580 -0.097 -0.156 -0.124 0.35
```
Forces are in eV/Å.

Calculated values
HOMO level ... -8.203 eV
Multiplicity ... 1
Relative energy (zero: lowest compared OMol25 entry of this formula, charge and spin) ... 5.091 eV
LUMO energy ... -0.806 eV
Charge ... 0